[1]
A cluster of 2 separate species, C28H28ClF4NO3S in total, computed with wB97M-V/def2-TZVPD.

The calculation puts the energy relative to the best compared isomer or geometry (same formula, charge and spin) at 4.040 eV. Its spin multiplicity is 1.

Geometry (Å):
C: 1.95231 2.58283 -0.11771
C: 1.09172 1.96092 -1.31682
C: 1.53485 0.43870 -1.45307
C: 1.09723 -0.19514 -2.86873
C: 2.36405 -0.67452 -3.68288
C: 0.08134 -1.33851 -2.52784
C: -1.31654 -1.14656 -2.94581
Cl: -1.93168 0.29024 -3.80825
C: -2.28224 -2.19023 -2.60946
C: -1.95652 -3.41342 -1.87100
C: -3.11025 -4.42024 -1.54940
O: -4.41427 -3.96318 -1.92032
C: -4.95054 -3.05424 -1.00790
C: -4.95424 -3.19260 0.44547
C: -5.60666 -2.15217 1.26446
C: -6.23072 -0.95929 0.68844
C: -6.22566 -0.81927 -0.77077
C: -5.61015 -1.86397 -1.57012
C: -0.54892 -3.63237 -1.46610
C: 0.40767 -2.57753 -1.82620
S: 2.14779 -2.87934 -1.32992
C: 1.93135 -3.82765 0.20164
C: 2.91095 -3.66856 1.26795
C: 2.74822 -4.39981 2.51899
C: 1.59574 -5.30879 2.62157
C: 0.60790 -5.46466 1.54076
C: 0.73929 -4.69640 0.28484
N: -0.24427 -4.85351 -0.75829
F: 0.04903 -5.91224 -1.61670
H: 1.56508 2.18637 0.85701
H: 2.00173 3.70001 -0.16132
H: 3.00232 2.19968 -0.26800
H: 0.02077 2.04665 -0.98224
H: 1.22946 2.53278 -2.26940
H: 2.64685 0.33872 -1.32142
H: 1.05184 -0.09741 -0.59460
H: 0.62998 0.65416 -3.43214
H: 3.15547 -1.01522 -2.95306
H: 2.80585 0.22969 -4.18841
H: 2.16341 -1.49060 -4.42164
H: -3.33447 -2.04727 -2.93457
H: -3.00976 -4.72709 -0.47603
H: -2.92173 -5.35561 -2.15387
H: -4.48638 -4.07247 0.93664
H: -5.65825 -2.23281 2.38133
H: -6.72782 -0.15995 1.28031
H: -6.67178 0.04575 -1.31719
H: -5.61762 -1.75667 -2.68769
H: 3.75073 -2.95815 1.09945
H: 3.50099 -4.25584 3.32408
H: 1.51050 -5.87358 3.58552
H: -0.21871 -6.18001 1.74229
C: 4.03751 8.69520 3.14520
C: 2.74898 8.43114 2.39338
O: 2.53089 7.01962 2.23222
C: 2.00133 6.38370 3.28519
O: 1.71232 6.90642 4.32359
C: 1.78060 4.90659 2.95491
F: 2.84220 4.35583 2.33682
F: 0.72413 4.73535 2.13628
F: 1.54402 4.16665 4.04563
H: 4.87637 8.19807 2.65387
H: 4.24041 9.76576 3.19595
H: 3.98671 8.30476 4.16298
H: 2.81603 8.85125 1.38934
H: 1.89329 8.90005 2.88274

[2]
A structure of composition C28H28ClN5O2RuS4, computed with wB97M-V/def2-TZVPD.

Its expectation value of S² is 0.76. The calculation puts the energy relative to the best compared isomer or geometry (same formula, charge and spin) at 1.130 eV. Its spin multiplicity is 2. The charge is +1.

Geometry (Å):
Ru: -1.62284 0.59478 -1.96358
C: -1.64520 0.42491 -7.24252
S: -3.24970 0.64650 -6.45201
C: -2.82940 0.85345 -4.78215
S: -1.18257 0.70320 -4.22488
N: -3.83068 1.13191 -4.00499
N: -3.44122 1.36157 -2.72581
C: -4.30139 1.67604 -1.83611
C: -3.72411 2.35057 -0.66328
C: -4.48919 2.78431 0.40499
C: -3.87009 3.48373 1.43113
C: -2.51816 3.76464 1.33482
C: -1.82653 3.31137 0.22152
N: -2.39602 2.60263 -0.74788
H: -1.86569 0.32449 -8.30338
H: -1.15232 -0.47541 -6.88470
H: -1.01297 1.29505 -7.08460
H: -5.37007 1.57527 -1.99404
H: -5.54990 2.57275 0.42629
H: -4.44367 3.81071 2.28844
H: -1.99984 4.32915 2.09757
H: -0.77299 3.53004 0.09788
S: 0.53093 -0.25723 -1.71297
C: 0.59364 -1.01348 -0.21361
N: 1.48827 -1.92253 0.09100
C: 1.50980 -2.47838 1.44468
C: 1.26756 -1.36652 2.42425
N: -0.03972 -0.77154 2.13210
C: -0.63293 0.01903 3.22130
C: 0.23321 1.20949 3.57402
C: 0.54843 1.46679 4.90116
C: 1.34755 2.55313 5.23742
C: 1.85079 3.37871 4.24471
C: 1.54336 3.12352 2.91322
C: 0.73533 2.04812 2.58102
C: -0.38301 -0.57855 0.85862
S: -1.84242 0.06038 0.40900
C: 2.38432 -2.54625 -0.90714
C: 3.83113 -2.45098 -0.49866
C: 4.53198 -1.26966 -0.72742
C: 5.86525 -1.16585 -0.36414
C: 6.50789 -2.24295 0.23385
C: 5.81735 -3.42413 0.45927
C: 4.48217 -3.52755 0.09230
H: 2.48584 -2.92277 1.61836
H: 0.74126 -3.25112 1.53298
H: 2.05308 -0.60836 2.35840
H: 1.24905 -1.75383 3.44150
H: -0.74469 -0.62963 4.08943
H: -1.62506 0.33176 2.90716
H: 0.15969 0.82325 5.68247
H: 1.58333 2.74542 6.27568
H: 2.48151 4.21808 4.50569
H: 1.94059 3.76195 2.13407
H: 0.49445 1.85958 1.54038
H: 2.22823 -2.03478 -1.84993
H: 2.07364 -3.58640 -1.02356
H: 4.03092 -0.43255 -1.20233
H: 6.40798 -0.25050 -0.55960
H: 7.54988 -2.16358 0.51385
H: 6.32004 -4.26921 0.91072
H: 3.95220 -4.46123 0.24892
Cl: -5.18286 -2.41983 -1.54764
C: -3.60393 -3.16395 -1.92611
C: -2.44744 -2.19229 -1.74951
O: -1.43058 -2.57158 -1.19925
O: -2.69571 -1.01932 -2.26750
H: -3.63951 -3.49883 -2.96061
H: -3.45824 -4.00547 -1.26029

[3]
A cluster of 2 separate species, C28H28ClNO4 in total, computed with wB97M-V/def2-TZVPD.

Its spin multiplicity is 1.

Geometry (Å):
C: -5.05566 4.35686 -1.41676
O: -4.97457 2.90941 -1.37545
C: -3.76961 2.29494 -1.27200
C: -3.75875 0.87619 -1.24967
C: -2.57398 0.18958 -1.09022
C: -1.34605 0.87059 -0.88924
C: -0.11573 0.13281 -0.73723
C: 1.13463 0.81892 -0.69644
C: 2.39382 0.26143 -0.91738
C: 3.59853 1.01793 -1.14224
C: 4.83307 0.33215 -1.27061
C: 6.02371 0.98967 -1.40136
C: 6.05781 2.40730 -1.42797
O: 7.28325 2.99834 -1.48751
C: 7.36956 4.44384 -1.44935
C: 4.83392 3.12443 -1.35939
C: 3.63687 2.44232 -1.23519
C: -1.37288 2.29000 -0.96563
C: -2.54628 2.99258 -1.17830
H: -6.12902 4.56268 -1.44740
H: -4.60527 4.80784 -0.51858
H: -4.56787 4.75380 -2.32086
H: -4.71144 0.36187 -1.33351
H: -2.58938 -0.89806 -1.17233
H: -0.10090 -0.94561 -0.91821
H: 1.10514 1.90736 -0.52439
H: 2.47587 -0.83996 -0.98136
H: 4.82163 -0.75589 -1.24730
H: 6.97032 0.46392 -1.48110
H: 8.44159 4.64668 -1.46143
H: 6.88546 4.88644 -2.33071
H: 6.91389 4.84414 -0.53301
H: 4.85388 4.21697 -1.40721
H: 2.71017 3.01004 -1.20020
H: -0.44929 2.86098 -0.93095
H: -2.51450 4.07715 -1.24565
C: 3.90491 -3.23366 0.46779
C: 2.51785 -3.66527 0.87296
O: 1.67481 -2.47350 0.72392
C: 0.38791 -2.75533 1.03431
C: -0.55308 -1.58059 0.99427
N: -1.76500 -1.93971 1.27542
C: -3.00238 -1.62646 1.44436
C: -4.02924 -2.49959 2.02166
C: -5.38251 -2.18947 1.74884
C: -6.42787 -2.91676 2.31850
C: -6.13328 -3.97428 3.19566
Cl: -7.41607 -4.82477 3.94631
C: -4.79621 -4.32836 3.45090
C: -3.74297 -3.62077 2.83799
O: 0.01201 -3.87621 1.34682
H: 4.59194 -4.08845 0.47338
H: 3.89663 -2.80282 -0.54535
H: 4.29511 -2.47753 1.16738
H: 2.13009 -4.45185 0.21312
H: 2.49114 -4.01498 1.91667
H: -0.08631 -0.62054 1.29258
H: -3.37010 -0.64137 1.11620
H: -5.59736 -1.35367 1.07365
H: -7.46215 -2.66463 2.10163
H: -4.59591 -5.15898 4.12813
H: -2.70389 -3.93006 2.99903

[4]
A structure of composition C28H28CrN2Si, computed with wB97M-V/def2-TZVPD.

Its expectation value of S² is 6.06. The calculation puts the energy relative to the best compared isomer or geometry (same formula, charge and spin) at 1.952 eV. Its spin multiplicity is 5.

Geometry (Å):
C: 0.81970 1.14828 0.07943
C: -0.20257 1.86428 -0.62992
C: -1.46171 1.57330 -0.00380
H: -0.06186 2.57448 -1.44535
C: -1.19121 0.85201 1.21456
C: 0.22808 0.60552 1.28082
H: 0.75695 0.17531 2.13459
H: 1.86936 1.13808 -0.18895
H: -2.45569 1.87965 -0.35172
H: -1.93400 0.63868 1.99174
Cr: -0.60738 -0.51117 -0.34122
C: -0.82381 -1.96997 -2.25118
H: -1.49606 -1.82428 -1.38903
H: -0.04206 -2.70199 -2.06313
H: -1.50038 -2.42378 -2.99712
Si: -0.12936 -0.30070 -3.33939
C: 1.49238 -1.01155 -4.01046
C: 2.38336 0.03048 -4.31885
H: 2.02630 1.05453 -4.43017
C: 3.74475 -0.21430 -4.43734
H: 4.42024 0.63465 -4.50332
C: 4.22526 -1.51728 -4.43062
H: 5.29091 -1.70490 -4.58190
C: 3.33555 -2.57426 -4.23752
H: 3.71792 -3.59805 -4.18588
C: 1.95914 -2.33736 -4.05574
H: 1.26454 -3.18526 -3.96776
C: -1.44652 0.32588 -4.48859
C: -0.93346 0.99613 -5.61092
H: 0.00071 0.62050 -6.05355
C: -1.57534 2.15840 -6.05164
H: -1.15620 2.68467 -6.90713
C: -2.71722 2.63084 -5.37941
H: -3.15648 3.57487 -5.69309
C: -3.31143 1.86632 -4.36000
H: -4.23249 2.22760 -3.88897
C: -2.71398 0.65758 -3.96765
H: -3.19929 -0.00076 -3.23400
H: -1.08931 0.09587 -1.93077
H: 0.36539 1.11527 -3.21651
C: -4.04964 -2.35184 1.37671
C: -3.47757 -3.50753 1.93653
C: -2.12082 -3.80594 1.76467
C: -1.30710 -2.88060 1.11091
N: -1.87748 -1.71930 0.63314
C: -3.21876 -1.49135 0.67405
C: 0.10487 -3.04078 0.78658
C: 0.87401 -4.18032 1.03556
C: 2.19794 -4.24847 0.58775
C: 2.74135 -3.17709 -0.14112
C: 1.95008 -2.05027 -0.36036
N: 0.67824 -1.97852 0.12322
H: -5.10823 -2.08169 1.45125
H: -4.12544 -4.17123 2.49709
H: -1.66628 -4.73464 2.11155
H: -3.59682 -0.61195 0.13414
H: 0.38921 -4.98710 1.57440
H: 2.80709 -5.13196 0.78886
H: 3.76716 -3.19436 -0.53149
H: 2.32168 -1.19062 -0.94229

Values for total energy, eV, ordered as above
-71345.241; -99476.697; -51688.185; -68764.578